[1]
{"formula": "C2H4OS2", "method": "wB97M-V/def2-TZVPD", "homo_lumo_gap_ha": 0.29249, "e_above_lowest_kj_mol": 263.6, "total_energy_ev": -25853.763, "multiplicity": 1, "charge": 0, "symbols": ["C", "C", "O", "S", "S", "H", "H", "H", "H"], "coordinates": [[0.30, -0.14, 0.15], [1.04, 0.48, -0.91], [-1.55, 1.46, -1.40], [-1.67, 0.29, -0.51], [1.13, 2.12, -0.87], [0.25, -1.20, 0.13], [0.20, 0.30, 1.06], [1.47, 0.05, -1.91], [-2.04, 0.90, 0.64]], "mulliken_charge": [-0.836, -0.105, -0.490, 0.368, -0.155, 0.323, 0.447, 0.281, 0.168]}

[2]
{"formula": "C22H21BrCsN5O12", "method": "wB97M-V/def2-TZVPD", "homo_lumo_gap_ha": 0.22458, "e_above_lowest_kj_mol": 207.0, "total_energy_ev": -125758.269, "multiplicity": 1, "charge": -2, "symbols": ["Cs", "O", "C", "O", "C", "C", "C", "C", "C", "C", "O", "N", "O", "O", "N", "O", "O", "H", "H", "C", "O", "C", "C", "O", "C", "H", "H", "H", "H", "H", "H", "H", "H", "H", "H", "O", "C", "C", "C", "N", "C", "Br", "C", "H", "H", "H", "H", "O", "N", "N", "O", "C", "C", "C", "C", "C", "C", "H", "H", "H", "H", "H"], "coordinates": [[-1.51, 0.02, -0.88], [-1.66, 0.17, -3.43], [-0.47, 0.52, -3.37], [0.44, -0.06, -2.73], [-0.09, 1.82, -4.05], [0.15, 1.89, -5.38], [0.54, 3.11, -5.97], [0.69, 4.25, -5.22], [0.42, 4.20, -3.86], [-0.02, 3.00, -3.18], [-0.32, 2.92, -1.98], [0.62, 5.43, -3.12], [0.23, 5.49, -1.97], [1.16, 6.37, -3.70], [0.78, 3.18, -7.38], [1.10, 4.26, -7.88], [0.66, 2.16, -8.05], [0.05, 1.01, -6.00], [1.00, 5.18, -5.67], [3.38, 0.82, -1.33], [3.17, 1.37, -0.05], [2.35, 2.53, -0.12], [2.01, 2.99, 1.28], [0.94, 2.28, 1.86], [-0.32, 2.81, 1.50], [3.91, 1.53, -1.98], [2.44, 0.54, -1.81], [4.00, -0.07, -1.20], [1.44, 2.33, -0.70], [2.89, 3.33, -0.66], [1.80, 4.07, 1.29], [2.88, 2.81, 1.93], [-0.47, 3.80, 1.97], [-1.08, 2.12, 1.86], [-0.43, 2.93, 0.42], [2.53, -6.00, 0.32], [1.71, -4.92, 0.19], [2.18, -3.61, 0.17], [1.26, -2.59, 0.03], [-0.05, -2.79, -0.08], [-0.46, -4.03, -0.08], [-2.33, -4.31, -0.28], [0.35, -5.15, 0.06], [3.44, -5.68, 0.40], [3.24, -3.39, 0.26], [1.58, -1.56, 0.03], [-0.05, -6.15, 0.06], [-2.67, 0.09, 1.25], [-2.24, -1.08, 1.46], [-2.48, -1.61, 2.60], [-2.01, -2.79, 2.84], [-3.24, -0.98, 3.66], [-3.25, -1.70, 4.86], [-3.94, -1.22, 5.95], [-4.64, -0.03, 5.88], [-4.64, 0.67, 4.69], [-3.94, 0.22, 3.58], [-2.70, -2.63, 4.88], [-3.93, -1.79, 6.88], [-5.19, 0.35, 6.74], [-5.18, 1.61, 4.61], [-3.94, 0.77, 2.66]], "mulliken_charge": [1.209, -0.916, -0.382, -0.845, 1.022, -0.231, -0.445, -0.165, -0.509, 0.495, -0.722, 1.006, -0.607, -0.713, 1.023, -0.691, -0.691, 0.538, 0.604, -0.353, -0.422, 0.662, -0.646, -0.336, -0.183, 0.327, 0.083, 0.237, -0.420, 0.264, 0.328, 0.290, 0.300, -0.072, 0.100, -0.560, 1.078, -0.490, -0.756, -0.150, -0.060, -0.178, -0.445, 0.283, 0.273, 0.427, 0.437, -0.797, 0.275, 0.502, -0.847, 0.202, -0.413, -0.400, -0.426, -0.565, -0.359, 0.420, 0.313, 0.356, 0.345, 0.395]}

Look up the charge of the second one. -2

Among the records above, which one has the lowest charge? C22H21BrCsN5O12